# 1
{
  "formula": "C3H2ClNOS",
  "method": "ωB97M-V/def2-TZVPD",
  "e_above_lowest_kj_mol": 180.2,
  "max_force_ev_per_a": 4.1,
  "smiles": "N#CS[C@@H](Cl)C=O",
  "e_homo_ev": -10.17,
  "e_lumo_ev": -1.5,
  "spin_multiplicity": 1,
  "elements": ["N", "C", "S", "C", "Cl", "C", "O", "H", "H"],
  "coordinates": [[3.88490, 0.68553, 0.32217], [2.97932, 0.29057, -0.28475], [1.64220, -0.31447, -1.02322], [0.11770, 0.72812, 0.17638], [0.84906, 2.23566, 0.47607], [-0.85603, 0.71102, -0.94460], [-1.44258, 1.68011, -1.27595], [0.32255, 0.02716, 0.99523], [-0.92980, -0.23606, -1.46858]]
}


# 2
{
  "formula": "C3H2ClNOS",
  "method": "ωB97M-V/def2-TZVPD",
  "e_above_lowest_kj_mol": 227.1,
  "max_force_ev_per_a": 4.6,
  "smiles": "S=c1cc(Cl)[nH]o1",
  "e_homo_ev": -8.60,
  "e_lumo_ev": 0.0,
  "spin_multiplicity": 1,
  "elements": ["S", "C", "C", "C", "Cl", "N", "O", "H", "H"],
  "coordinates": [[2.75510, -0.33289, -0.11744], [1.22601, -0.02334, -0.03301], [0.05440, -1.00566, 0.27572], [-1.05913, -0.15423, 0.25427], [-2.69509, -0.31430, -0.15179], [-0.66313, 1.15108, 0.17302], [0.75417, 1.24155, 0.04921], [0.11761, -2.12980, 0.29268], [-1.10177, 1.90873, -0.42001]]
}


# 3
{
  "formula": "C3H2ClNOS",
  "method": "ωB97M-V/def2-TZVPD",
  "e_above_lowest_kj_mol": 412.2,
  "max_force_ev_per_a": 4.9,
  "e_homo_ev": -8.83,
  "e_lumo_ev": -0.8,
  "spin_multiplicity": 1,
  "elements": ["C", "C", "C", "N", "O", "S", "Cl", "H", "H"],
  "coordinates": [[0.10851, 0.33431, 0.24656], [-0.71420, -0.72795, 0.09464], [-0.17931, 1.70780, 0.06267], [0.90788, -1.87081, 0.31643], [-1.21320, 2.28478, 0.00740], [1.73673, -0.37538, 0.19908], [-2.34449, -1.11853, -0.05060], [0.74879, 2.12744, -0.19617], [0.94927, -2.36167, -0.68001]]
}


# 4
{
  "formula": "C3H2ClNOS",
  "method": "ωB97M-V/def2-TZVPD",
  "e_above_lowest_kj_mol": 0.0,
  "max_force_ev_per_a": 6.4,
  "e_homo_ev": [-6.01, -8.39],
  "e_lumo_ev": [0.4, -1.8],
  "s_squared": 2.02,
  "spin_multiplicity": 3,
  "elements": ["C", "C", "C", "N", "O", "S", "Cl", "H", "H"],
  "coordinates": [[0.27123, -1.66499, 0.16656], [2.20415, -0.37750, -0.53551], [-0.16743, 0.87181, 0.01064], [1.39023, -1.12052, -0.00175], [-0.90498, 2.01196, 0.09791], [-1.06164, -0.53988, 0.41808], [3.42074, 0.45071, 0.23554], [0.01022, -2.61523, 0.44360], [-0.32461, 2.76960, 0.29420]]
}


# 5
{
  "formula": "C3H2CrO2",
  "method": "ωB97M-V/def2-TZVPD",
  "e_above_lowest_kj_mol": 342.2,
  "charge": 1,
  "max_force_ev_per_a": 2.7,
  "e_homo_ev": [-11.37, -11.37],
  "e_lumo_ev": [-5.7, -5.3],
  "s_squared": 8.75,
  "spin_multiplicity": 6,
  "elements": ["O", "C", "C", "H", "H", "C", "O", "Cr"],
  "coordinates": [[-1.30651, -0.49456, 0.07275], [-1.79401, 0.71905, 0.91457], [-1.35800, 1.05943, -0.21997], [-2.12350, 0.76029, 1.94374], [-0.98666, 1.61497, -1.06892], [1.04865, -1.43605, -0.35716], [2.16916, -1.34509, -0.54791], [4.35086, -0.87804, -0.73710]]
}


# 6
{
  "formula": "C3H2CrO3",
  "method": "ωB97M-V/def2-TZVPD",
  "e_above_lowest_kj_mol": 119.5,
  "charge": 2,
  "max_force_ev_per_a": 6.7,
  "e_homo_ev": [-19.18, -19.42],
  "e_lumo_ev": [-11.6, -11.6],
  "s_squared": 6.01,
  "spin_multiplicity": 5,
  "elements": ["O", "C", "O", "O", "C", "C", "H", "H", "Cr"],
  "coordinates": [[-0.75933, 1.02084, 3.60103], [-1.21961, 0.38249, 2.76694], [-1.79452, -0.32351, 2.01904], [-0.22436, -0.68416, -0.58126], [0.78647, -0.71176, -1.36607], [1.49189, 0.21927, -2.01262], [2.12123, -0.05056, -2.86117], [1.32454, 1.28696, -1.81159], [-1.72630, -1.13958, 0.24570]]
}


# 7
{
  "formula": "C3H2CuLiO3",
  "method": "ωB97M-V/def2-TZVPD",
  "e_above_lowest_kj_mol": 239.1,
  "charge": 1,
  "max_force_ev_per_a": 3.8,
  "e_homo_ev": [-12.14, -12.15],
  "e_lumo_ev": [-6.0, -6.0],
  "s_squared": 0.75,
  "spin_multiplicity": 2,
  "elements": ["C", "C", "Li", "O", "H", "Cu", "O", "C", "O", "H"],
  "coordinates": [[-0.08314, 1.15232, 0.72084], [-0.05437, 0.53174, 1.78772], [-0.89836, 0.61502, -1.75061], [0.02037, 1.66783, -0.41748], [-0.41762, -0.03552, 2.62700], [1.36975, 3.44901, -0.98776], [-1.13030, -1.14476, -1.02881], [-0.50766, -2.16032, -0.81904], [0.70209, -2.33872, -0.45704], [0.99925, -1.73657, 0.32519]]
}


# 8
{
  "formula": "C3H2F2N2O3SSi",
  "method": "ωB97M-V/def2-TZVPD",
  "e_above_lowest_kj_mol": 349.2,
  "max_force_ev_per_a": 10.4,
  "smiles": "O=C(F)N(C(=O)F)[Si@H](O)N=C=S",
  "e_homo_ev": -10.59,
  "e_lumo_ev": -1.4,
  "spin_multiplicity": 1,
  "elements": ["O", "C", "F", "N", "C", "O", "F", "Si", "O", "N", "C", "S", "H", "H"],
  "coordinates": [[-2.82063, 0.68209, -0.61946], [-1.81380, 0.42052, 0.22620], [-1.93734, 0.99374, 1.62811], [-0.68537, -0.47566, -0.07534], [-0.60223, -1.05965, -1.43344], [-1.43260, -2.09716, -1.73741], [0.42187, -0.71198, -2.48986], [0.82627, -0.21834, 0.79867], [0.89810, -1.27720, 2.22940], [1.05637, 1.54332, 1.22933], [1.28784, 2.15865, 0.00213], [1.67320, 2.78363, -1.54298], [1.96247, -0.54379, -0.08025], [1.16586, -2.19817, 1.86490]]
}


# 9
{
  "formula": "C3H2F2S",
  "method": "ωB97M-V/def2-TZVPD",
  "e_above_lowest_kj_mol": 192.7,
  "max_force_ev_per_a": 8.6,
  "smiles": "F/C=C(/F)C=S",
  "e_homo_ev": -9.14,
  "e_lumo_ev": -1.1,
  "spin_multiplicity": 1,
  "elements": ["F", "C", "C", "F", "C", "S", "H", "H"],
  "coordinates": [[-0.45827, 0.42655, 2.47704], [0.01082, -0.46039, 1.61497], [0.18179, -0.51913, 0.33557], [0.54825, -1.52392, -0.35667], [0.20787, 0.76977, -0.34536], [-0.23450, 0.67467, -1.96054], [-0.06662, -1.41269, 2.34223], [0.60598, 1.75279, 0.31201]]
}


# 10
{
  "formula": "C3H2F3N",
  "method": "ωB97M-V/def2-TZVPD",
  "e_above_lowest_kj_mol": 360.2,
  "max_force_ev_per_a": 4.8,
  "e_homo_ev": [-9.56, -9.44],
  "e_lumo_ev": [-1.0, -0.8],
  "spin_multiplicity": 1,
  "elements": ["C", "C", "C", "N", "F", "F", "F", "H", "H"],
  "coordinates": [[0.57112, -0.56273, -0.00811], [1.82150, 0.05198, 0.05504], [-1.73045, 0.22461, -0.00441], [1.27675, -1.52080, -0.21713], [-2.38014, -0.17740, -1.10428], [-2.23164, -0.26582, 1.13531], [-1.87596, 1.51703, -0.07098], [2.14166, 0.51956, -0.82447], [2.40717, 0.21356, 1.03902]]
}


# 11
{
  "formula": "C3H2F3NO",
  "method": "ωB97M-V/def2-TZVPD",
  "e_above_lowest_kj_mol": 362.8,
  "max_force_ev_per_a": 2.5,
  "e_homo_ev": [-10.64, -9.24],
  "e_lumo_ev": [-0.5, -1.3],
  "spin_multiplicity": 1,
  "elements": ["C", "C", "C", "N", "O", "F", "F", "F", "H", "H"],
  "coordinates": [[0.38571, 1.60421, -0.01271], [-0.82209, -0.46948, -0.08107], [0.49846, -1.14410, 0.09702], [1.51280, 1.18731, 0.24254], [-0.77888, 0.93011, -0.22818], [0.06316, 2.89565, -0.14067], [0.77877, -1.75647, 1.22440], [1.11410, -1.70779, -0.90917], [-1.30913, -0.84475, -0.99001], [-1.44289, -0.69469, 0.79784]]
}


# 12
{
  "formula": "C3H2F4",
  "method": "ωB97M-V/def2-TZVPD",
  "e_above_lowest_kj_mol": 533.1,
  "max_force_ev_per_a": 5.0,
  "e_homo_ev": [-10.51, -8.79],
  "e_lumo_ev": [-0.1, -1.2],
  "spin_multiplicity": 1,
  "elements": ["C", "C", "C", "F", "F", "F", "F", "H", "H"],
  "coordinates": [[-1.91482, 0.01939, 0.37110], [-1.01716, 0.74086, -0.15193], [1.78187, -0.29455, -0.27916], [-0.56300, 1.83316, -0.69043], [1.41082, -1.60475, -0.09635], [2.60789, 0.11013, 0.73401], [2.45720, -0.24301, -1.47913], [-2.94189, 0.44791, 0.68570], [-1.82091, -1.00912, 0.90619]]
}


# 13
{
  "formula": "C3H2F4",
  "method": "ωB97M-V/def2-TZVPD",
  "e_above_lowest_kj_mol": 708.1,
  "max_force_ev_per_a": 2.0,
  "e_homo_ev": -9.72,
  "e_lumo_ev": -1.3,
  "spin_multiplicity": 1,
  "elements": ["C", "C", "C", "F", "F", "F", "F", "H", "H"],
  "coordinates": [[-2.10713, 0.83910, 0.15664], [-0.25768, -1.48351, 1.42441], [0.65567, -0.85862, 0.44520], [-1.87663, 2.08195, 0.20843], [0.17565, -1.20737, 2.66910], [1.01381, 0.41880, 0.73543], [0.28130, -0.88573, -0.88269], [-1.47035, 0.41999, 1.02270], [1.50436, -1.52605, 0.55628]]
}


# 14
{
  "formula": "C3H2F6I2NO4PbS2Se3Te",
  "method": "ωB97M-V/def2-TZVPD",
  "e_above_lowest_kj_mol": 0.0,
  "charge": -1,
  "max_force_ev_per_a": 0.6,
  "e_homo_ev": -4.67,
  "e_lumo_ev": 1.9,
  "spin_multiplicity": 1,
  "elements": ["Pb", "I", "C", "I", "H", "H", "Se", "Se", "Te", "Se", "F", "C", "F", "F", "S", "O", "O", "N", "S", "O", "O", "C", "F", "F", "F"],
  "coordinates": [[1.16499, 2.39619, 0.17705], [0.74737, 1.68885, -3.89119], [2.07890, 0.02460, -3.91764], [3.21740, -0.22897, -2.13196], [2.77092, 0.17327, -4.73563], [1.47028, -0.85879, -4.03595], [1.87353, 2.15063, 2.75746], [0.76382, 3.92803, 3.84631], [-1.57604, 3.53040, 3.04599], [-1.10421, 3.78986, 0.57102], [-2.94976, -0.95699, 0.43890], [-2.51978, -1.30869, -0.77131], [-2.67853, -2.62996, -0.91733], [-3.26872, -0.69482, -1.68729], [-0.71886, -0.89429, -0.97876], [-0.60335, 0.51746, -0.69285], [-0.44330, -1.32655, -2.31591], [-0.11827, -1.86285, 0.10083], [0.87208, -1.36282, 1.21700], [1.63606, -2.43789, 1.75452], [1.58264, -0.15931, 0.83363], [-0.31264, -0.92705, 2.58731], [-1.11326, -1.99046, 2.76840], [0.29510, -0.67042, 3.73624], [-1.06637, 0.11056, 2.24115]]
}


# 15
{
  "formula": "C3H2FLaO2",
  "method": "ωB97M-V/def2-TZVPD",
  "e_above_lowest_kj_mol": 781.9,
  "charge": 2,
  "max_force_ev_per_a": 6.9,
  "e_homo_ev": [-15.29, -17.27],
  "e_lumo_ev": [-9.6, -9.7],
  "spin_multiplicity": 1,
  "elements": ["F", "H", "O", "C", "C", "H", "La", "O", "C"],
  "coordinates": [[3.70629, -0.32872, -0.38753], [2.30580, -0.70402, -2.72426], [1.22514, -0.38175, -0.60615], [2.22126, -0.67162, -1.39314], [3.19251, 0.12896, -1.84218], [3.07165, 1.12336, -2.26715], [-1.15068, -0.03974, -0.01189], [-4.83687, 0.33639, 1.45647], [-3.77798, 0.26894, 1.10545]]
}


# 16
{
  "formula": "C3H2FLiMgO2",
  "method": "ωB97M-V/def2-TZVPD",
  "e_above_lowest_kj_mol": 82.9,
  "charge": 2,
  "max_force_ev_per_a": 3.8,
  "e_homo_ev": -16.70,
  "e_lumo_ev": -11.3,
  "spin_multiplicity": 1,
  "elements": ["C", "C", "H", "H", "F", "O", "C", "O", "Mg", "Li"],
  "coordinates": [[0.83820, 0.99687, -1.33393], [0.73858, 0.31305, -0.19741], [0.10588, 0.86351, -2.12762], [1.60690, 1.75884, -1.44561], [1.56445, 0.61739, 0.79550], [-0.36706, -0.75413, 2.12143], [-0.44081, -1.40011, 1.11016], [-0.34545, -0.48052, -0.00378], [-1.83156, -3.04562, 0.87535], [-1.86912, 1.13071, 0.20590]]
}


# 17
{
  "formula": "C3H2FLiO2Pt",
  "method": "ωB97M-V/def2-TZVPD",
  "e_above_lowest_kj_mol": 0.0,
  "charge": 2,
  "max_force_ev_per_a": 6.6,
  "e_homo_ev": [-17.90, -18.41],
  "e_lumo_ev": [-8.8, -13.5],
  "s_squared": 2.01,
  "spin_multiplicity": 3,
  "elements": ["C", "C", "H", "H", "F", "O", "C", "O", "Pt", "Li"],
  "coordinates": [[0.97186, -0.41361, -1.42215], [0.44819, -0.73210, -0.24268], [0.33647, 0.01583, -2.19475], [2.02040, -0.62595, -1.62526], [1.17039, -1.34214, 0.68577], [-0.39527, 1.04036, 1.61400], [-1.18609, 0.17891, 1.28400], [-0.83609, -0.47794, 0.09945], [-2.96551, 0.06424, 1.60136], [0.43566, 2.29239, 0.20027]]
}


# 18
{
  "formula": "C3H2FLuO",
  "method": "ωB97M-V/def2-TZVPD",
  "charge": 1,
  "max_force_ev_per_a": 3.8,
  "e_homo_ev": [-12.61, -12.52],
  "e_lumo_ev": [-5.2, -6.8],
  "s_squared": 0.77,
  "spin_multiplicity": 2,
  "elements": ["C", "O", "C", "C", "F", "H", "H", "Lu"],
  "coordinates": [[1.38841, 1.42352, -0.57175], [0.43780, -1.04574, -0.77576], [-0.10674, -0.35717, 0.10566], [0.42961, 1.02598, 0.27287], [1.55270, 2.71395, -0.90030], [2.17569, 0.79284, -0.98447], [-0.07157, 1.71815, 0.95373], [-1.67901, -1.49463, 1.75393]]
}


# 19
{
  "formula": "C3H2FN",
  "method": "ωB97M-V/def2-TZVPD",
  "e_above_lowest_kj_mol": 123.9,
  "max_force_ev_per_a": 3.8,
  "smiles": "N#C/C=C/F",
  "e_homo_ev": -10.30,
  "e_lumo_ev": 0.1,
  "spin_multiplicity": 1,
  "elements": ["N", "C", "C", "C", "F", "H", "H"],
  "coordinates": [[1.15295, 0.70300, 2.16550], [0.60838, 0.46478, 1.14121], [0.21363, 0.30352, -0.23703], [-0.83445, -0.49916, -0.52364], [-0.80299, -0.73429, -1.84865], [0.67153, 0.95638, -1.18411], [-1.44069, -0.88359, 0.38028]]
}


# 20
{
  "formula": "C3H2FNOS",
  "method": "ωB97M-V/def2-TZVPD",
  "e_above_lowest_kj_mol": 0.3,
  "max_force_ev_per_a": 0.7,
  "smiles": "Fc1ncoc1S",
  "e_homo_ev": -8.72,
  "e_lumo_ev": 0.6,
  "spin_multiplicity": 1,
  "elements": ["F", "C", "N", "C", "O", "C", "S", "H", "H"],
  "coordinates": [[-1.03894, -0.34797, -1.78979], [-0.10601, 0.12869, -0.96404], [0.91035, 0.92459, -1.41114], [1.57799, 1.16052, -0.33652], [1.08697, 0.58750, 0.77903], [-0.02221, -0.08736, 0.36342], [-0.94076, -0.97372, 1.55794], [2.46709, 1.77315, -0.21312], [-1.83120, -1.44513, 0.66282]]
}